1.
One molecule with the formula C18H16ClN5O3S2 in a non-equilibrium geometry. Source: the OMol25 dataset; level of theory: wB97M-V/def2-TZVPD.

Positions of all 45 atoms, in Å:
1 N -3.2480 3.5542 4.1000
2 N -6.4624 2.2653 4.7603
3 O -2.2646 -1.9989 -0.2495
4 O 1.3716 -2.2099 0.8134
5 Cl 2.6406 4.1593 0.4318
6 C -3.2954 2.6279 3.3909
7 N -5.6759 0.5250 3.1280
8 N -6.0344 1.4507 3.9320
9 O 1.0407 -3.7329 -0.9056
10 S -4.1138 -0.8316 1.4997
11 S 3.6876 0.0530 -3.0776
12 C -1.8256 -0.9300 0.1125
13 C 0.9034 -2.5227 -0.2889
14 C -4.4600 0.5737 2.4855
15 C -3.3832 1.4612 2.5556
16 C -2.5834 -0.1327 1.0209
17 C -2.3535 1.0898 1.6146
18 C 0.9935 2.7018 1.9725
19 C 0.0826 3.3600 -0.1415
20 C -0.1581 1.9807 2.2745
21 C -1.0804 2.6326 0.1185
22 C 1.1259 3.3720 0.7736
23 C -1.1969 1.9037 1.3154
24 N -0.6365 -0.5354 -0.4168
25 C 1.8017 -4.7152 -0.1465
26 C 4.5854 -0.8837 -4.3696
27 C 2.2146 -1.0718 -2.8738
28 C 1.3119 -0.4877 -1.7599
29 C 0.2424 -1.4386 -1.1638
30 H 1.8023 2.7512 2.6720
31 H 0.1847 3.9536 -1.0472
32 H -0.2050 1.4044 3.1940
33 H -1.8982 2.6369 -0.5634
34 H -0.1594 0.1152 0.1616
35 H 1.4814 -4.6987 0.9269
36 H 1.6722 -5.7193 -0.5513
37 H 2.8916 -4.5193 -0.1962
38 H 4.5771 -1.9824 -4.2261
39 H 5.6272 -0.5033 -4.4122
40 H 4.1422 -0.7021 -5.3459
41 H 1.6765 -1.1281 -3.8101
42 H 2.5306 -2.0772 -2.5458
43 H 0.7840 0.3368 -2.2310
44 H 1.9983 -0.1400 -0.9739
45 H -0.3358 -1.9478 -1.9577

Cartesian forces (eV/Å) of the 3 atoms listed first:
-0.01 -1.62 -1.28
3.41 -6.95 -7.05
-1.11 -1.33 -0.08

Values from the calculation:
* calculated total energy: -2451.50523 a.u.
* maximum force: 10.47 eV/A
* HOMO-LUMO gap: 7.925 eV
* relative energy (zero: lowest compared OMol25 entry of this formula, charge and spin): 0.0 kcal per mole
* HOMO energy: -8.84 eV

Results of the Löwdin charge analysis, in e, for atoms 1 through 2: atom 1 (N): 0.16, atom 2 (N): 0.25

2.
A 2-piece molecular cluster, C18H16ClNO2 overall in a non-equilibrium geometry. Source: the OMol25 dataset; level of theory: wB97M-V/def2-TZVPD.

Positions of all 38 atoms, in Å:
1 Cl 6.3033 0.1206 1.8190
2 C 4.5980 0.1249 1.7227
3 C 3.9073 1.3458 1.6418
4 C 2.5254 1.3502 1.5182
5 C 1.7867 0.1357 1.4645
6 C 0.3560 0.1466 1.3204
7 C -0.4867 -1.0820 1.4329
8 C -1.9673 -0.5566 1.5520
9 C -1.8041 0.9319 1.5122
10 C -0.4778 1.2916 1.3785
11 C 2.5062 -1.0823 1.6124
12 C 3.8925 -1.0888 1.7250
13 H 4.4633 2.2802 1.6627
14 H 1.9937 2.2992 1.4231
15 H -0.3730 -1.7150 0.5421
16 H -0.2266 -1.6809 2.3196
17 H -2.5656 -0.9288 0.7054
18 H -2.4342 -0.9223 2.4792
19 H -2.6500 1.6121 1.5936
20 H -0.0974 2.3096 1.3581
21 H 1.9595 -2.0245 1.5996
22 H 4.4374 -2.0228 1.8081
23 C 0.2024 -0.3144 -1.5530
24 N 0.9943 0.7972 -1.5855
25 O 2.2617 0.7029 -1.4997
26 O 0.4548 1.9489 -1.6806
27 C -1.1488 -0.2734 -2.0230
28 C -1.8089 0.9397 -2.3309
29 C -3.1782 0.9729 -2.5770
30 C -3.9208 -0.2164 -2.6087
31 C -3.2672 -1.4458 -2.4093
32 C -1.8983 -1.4791 -2.1382
33 H 0.7100 -1.2690 -1.4136
34 H -1.2190 1.8480 -2.3238
35 H -3.6505 1.9378 -2.7600
36 H -4.9929 -0.1913 -2.8135
37 H -3.8282 -2.3814 -2.4728
38 H -1.3570 -2.4210 -2.0015

Cartesian forces (eV/Å) of the 3 atoms listed first:
0.32 -0.02 0.05
-1.29 0.24 -0.06
0.09 -0.34 0.04

Values from the calculation:
* calculated total energy: -1360.75103 a.u.
* maximum force: 1.74 eV/A
* HOMO-LUMO gap: 4.761 eV
* relative energy (zero: lowest compared OMol25 entry of this formula, charge and spin): 110.7 kcal per mole
* HOMO energy: -6.88 eV

Results of the Löwdin charge analysis, in e, for atoms 1 through 2: atom 1 (Cl): 0.72, atom 2 (C): -0.66

3.
One molecule with the formula C18H16F3NO2 in a non-equilibrium geometry. Source: the OMol25 dataset; level of theory: wB97M-V/def2-TZVPD.

Positions of all 40 atoms, in Å:
1 C 1.6562 -0.8561 -2.6950
2 C 0.6146 0.2309 -2.4475
3 N -0.5516 -0.0786 -1.5718
4 C -1.7147 0.2093 -2.4679
5 C -2.3196 -0.9318 -3.2806
6 O -2.1761 1.3325 -2.5580
7 O 0.6821 1.2707 -3.0499
8 H 1.2757 -1.8887 -2.8440
9 H 2.2402 -0.5980 -3.5976
10 H 2.3541 -0.7938 -1.8412
11 H -1.7085 -1.8316 -3.4401
12 H -3.2769 -1.2173 -2.8258
13 H -2.6584 -0.6102 -4.2766
14 F 4.3312 -2.4868 2.9388
15 C 3.1978 -3.1328 2.5595
16 F 3.5819 -4.1231 1.7036
17 F 2.7026 -3.7562 3.6931
18 C 2.1493 -2.2248 1.9645
19 C 1.5374 -2.6133 0.7750
20 C 0.6009 -1.7619 0.2011
21 C 0.3009 -0.5276 0.7217
22 C -0.7810 0.1780 -0.1341
23 C -1.0539 1.6483 0.3794
24 C -2.3523 2.0989 0.2181
25 C -2.8021 3.2898 0.7952
26 C -1.9884 4.0771 1.6082
27 C -0.6970 3.6006 1.8215
28 C -0.2147 2.4214 1.2134
29 C 0.7925 -0.2254 2.0178
30 C 1.7639 -1.0607 2.5894
31 H 1.8076 -3.5199 0.2850
32 H 0.0943 -2.0938 -0.7084
33 H -1.7067 -0.3917 0.0196
34 H -3.0471 1.5315 -0.3970
35 H -3.7966 3.6397 0.5655
36 H -2.3384 5.0261 2.0254
37 H -0.0355 4.2003 2.4433
38 H 0.8266 2.1624 1.4256
39 H 0.4841 0.6166 2.6329
40 H 2.2259 -0.8099 3.5379

Cartesian forces (eV/Å) of the 3 atoms listed first:
0.38 0.04 -0.02
0.08 0.17 0.10
-0.47 0.01 -2.13

Values from the calculation:
* SMILES: CC(=O)N(C(C)=O)[C@H](c1ccccc1)c1ccc(C(F)(F)F)cc1
* calculated total energy: -1200.31192 a.u.
* maximum force: 2.18 eV/A
* HOMO-LUMO gap: 9.551 eV
* relative energy (zero: lowest compared OMol25 entry of this formula, charge and spin): 61.7 kcal per mole
* HOMO energy: -9.30 eV

Results of the Löwdin charge analysis, in e, for atoms 1 through 2: atom 1 (C): 0.00, atom 2 (C): -0.40

4.
C18H16FN4O4 as an isolated structure in a non-equilibrium geometry. Source: the OMol25 dataset; level of theory: wB97M-V/def2-TZVPD.

Positions of all 43 atoms, in Å:
1 C 0.0775 3.0803 1.0255
2 N 0.0022 1.7815 0.3290
3 C -0.4829 0.5305 0.6596
4 N -0.1871 -0.2960 -0.1026
5 C 0.3730 0.4077 -1.0372
6 C 0.7349 1.7325 -0.8906
7 C 1.4966 2.7597 -1.6779
8 C 0.6058 3.9306 -2.1002
9 C 1.2654 4.8790 -2.9215
10 C 2.5465 4.5065 -3.3481
11 C 3.2370 3.2436 -3.3674
12 C 2.4981 2.4384 -2.5151
13 H 2.8955 1.5175 -2.0205
14 H 4.1786 3.0166 -3.6810
15 F 3.0610 5.4641 -4.1998
16 H 1.0175 5.8186 -3.0486
17 H -0.2384 4.1501 -1.4816
18 H 0.9519 -0.2386 -1.9581
19 N -1.1920 0.3994 1.8602
20 H -0.3293 0.0973 2.6823
21 H -1.5821 1.4750 2.1929
22 C -1.9457 -0.5395 1.8028
23 C -1.4864 -1.9601 1.4511
24 C -1.8880 -2.5315 0.3746
25 C -1.8314 -3.7861 -0.1501
26 C -0.6721 -4.5120 0.8307
27 C -0.1391 -3.7800 2.1078
28 C -0.6117 -2.6788 2.1747
29 N 0.1293 -2.0184 3.5211
30 O 0.6173 -2.8604 4.3056
31 O -0.1245 -0.9071 3.6527
32 H 0.5108 -4.2882 2.5259
33 O -0.3552 -5.6733 0.2294
34 C -1.2127 -5.6293 -0.8054
35 H -0.5578 -5.7591 -1.7582
36 H -1.8239 -6.7251 -0.9642
37 O -2.1324 -4.5083 -1.0214
38 H -2.5711 -2.1071 -0.1542
39 H -2.8897 -0.3141 1.1395
40 H -2.4405 -0.5800 2.7645
41 H -0.8647 3.5172 1.0951
42 H 0.5913 3.0077 1.9477
43 H 0.7686 3.9394 0.5309

Cartesian forces (eV/Å) of the 3 atoms listed first:
2.03 0.96 -0.89
1.55 4.85 0.50
-0.80 11.13 6.29

Values from the calculation:
* charge: +1
* calculated total energy: -1314.40388 a.u.
* maximum force: 18.95 eV/A
* HOMO-LUMO gap: 7.135 eV
* HOMO energy: -10.64 eV

Results of the Löwdin charge analysis, in e, for atoms 1 through 2: atom 1 (C): -0.02, atom 2 (N): 0.00